1.
The following is a DFT calculation (ωB97M-V/def2-TZVPD) of C36H47BN8RhS3 as an isolated structure.

The net charge is +3. The spin multiplicity is 5. The calculation puts the orbital gap (spin up / spin down) at 7.07 / 4.45 eV.

Last column: Mulliken charge in e.
Atoms and positions in Å:
Rh 2.71 0.31 0.65  -0.9136
C -1.06 4.48 0.54  -1.7635
C -0.84 3.23 -0.25  -0.1852
C -1.40 3.03 -1.50  -0.2656
C -1.13 1.86 -2.23  -0.0684
N -0.45 0.84 -1.66  -0.4443
N 0.05 1.01 -0.48  0.8694
B 0.66 -0.26 0.22  0.2220
N 0.55 -1.46 -0.74  0.7245
N -0.63 -2.08 -0.73  -0.4498
C -0.83 -3.01 -1.64  -0.3138
C 0.19 -3.35 -2.55  -0.3525
C 1.39 -2.68 -2.57  0.2481
C 2.50 -2.99 -3.54  -1.8536
C 1.53 -1.67 -1.60  0.8641
S 2.95 -0.67 -1.45  -0.4118
C -2.21 -3.67 -1.61  2.2421
C -2.35 -4.71 -2.72  -2.2787
C -2.41 -4.33 -0.24  -1.4505
C -3.27 -2.57 -1.82  -0.7812
N -0.11 -0.55 1.52  0.8469
N -1.42 -0.30 1.49  0.0724
C -2.13 -0.63 2.55  -0.4356
C -1.51 -1.27 3.65  -0.3763
C -0.16 -1.50 3.68  0.1921
C 0.55 -2.15 4.83  -1.8486
C 0.55 -1.06 2.55  0.4796
S 2.29 -1.13 2.42  -0.3960
C -3.62 -0.31 2.48  2.2492
C -4.31 -0.66 3.80  -2.2379
C -4.25 -1.09 1.32  -1.4381
C -3.76 1.20 2.22  -1.5176
C -0.01 2.18 0.22  0.9695
S 1.00 2.29 1.59  0.0204
C -1.63 1.68 -3.64  1.9569
C -3.17 1.76 -3.63  -1.5307
C -1.04 2.83 -4.49  -1.7623
C -1.19 0.33 -4.22  -1.5759
H -2.03 4.91 0.29  0.4825
H -0.30 5.23 0.29  0.3601
H -1.01 4.30 1.61  0.4482
H -2.04 3.79 -1.92  0.6007
H 0.03 -4.15 -3.25  0.6578
H 2.25 -3.86 -4.14  0.4240
H 3.43 -3.18 -3.01  0.3925
H 2.67 -2.15 -4.21  0.3946
H -1.67 -5.56 -2.58  0.4358
H -2.19 -4.29 -3.72  0.5024
H -3.36 -5.11 -2.70  0.4090
H -1.69 -5.14 -0.09  0.3716
H -3.41 -4.76 -0.19  0.4612
H -2.30 -3.61 0.57  0.0914
H -3.23 -2.18 -2.84  0.3122
H -3.12 -1.74 -1.12  -0.3050
H -4.26 -2.99 -1.66  0.5840
H -2.12 -1.58 4.49  0.6331
H -0.15 -2.39 5.63  0.3911
H 1.32 -1.49 5.24  0.4140
H 1.05 -3.07 4.51  0.3991
H -4.27 -1.74 4.01  0.4741
H -5.37 -0.40 3.72  0.3972
H -3.90 -0.12 4.65  0.4892
H -4.23 -2.17 1.51  0.3476
H -3.72 -0.89 0.38  -0.0307
H -5.29 -0.79 1.21  0.4822
H -3.33 1.79 3.04  0.3979
H -4.82 1.46 2.16  0.4540
H -3.29 1.49 1.28  0.1564
H -3.53 2.76 -3.37  0.4014
H -3.61 1.04 -2.93  0.2602
H -3.54 1.53 -4.63  0.4681
H -1.39 3.81 -4.15  0.3925
H -1.37 2.71 -5.52  0.4657
H 0.05 2.82 -4.48  0.3837
H -1.59 -0.51 -3.65  0.0461
H -0.10 0.24 -4.24  0.3644
H -1.55 0.26 -5.25  0.5289
N 5.00 -0.24 0.76  -0.3054
C 5.64 0.74 1.60  0.4116
C 6.70 0.48 2.41  -0.7381
C 7.32 1.53 3.13  -0.8037
C 6.89 2.81 2.99  -0.8968
C 5.78 3.10 2.16  0.9044
C 5.28 4.40 1.94  -0.5648
C 4.21 4.60 1.12  -0.9880
C 3.57 3.48 0.57  -0.3054
N 3.99 2.23 0.77  0.0758
C 5.12 2.04 1.51  0.4656
H 5.17 -0.04 -0.22  0.3408
H 5.30 -1.19 0.94  0.1996
H 7.10 -0.53 2.48  0.4048
H 8.17 1.31 3.76  0.4292
H 7.39 3.63 3.50  0.4487
H 5.77 5.25 2.42  0.4780
H 3.83 5.59 0.90  0.4309
H 2.71 3.61 -0.08  0.7680


2.
The following is a DFT calculation (ωB97M-V/def2-TZVPD) of a 4-piece molecular cluster, C36H47F5NOPSSi overall.

The net charge is 0. Its SMILES is CCN(CC[PH](C)(S)C(F)(F)CC[Si](C)(C)c1ccccc1)C(C)=O.Fc1ccccc1.Fc1ccccc1.Fc1ccccc1. The calculation puts the orbital gap at 8.57 eV.

Last column: Mulliken charge in e.
Atoms and positions in Å:
C 2.81 0.18 0.00  -0.7257
C 1.60 -0.52 -0.92  0.5871
N 1.99 -1.90 -1.38  -0.0196
C 0.99 -2.52 -2.32  -0.4292
C -0.49 -2.81 -1.64  -0.4926
P -1.97 -2.39 -2.82  0.8019
C -1.57 -2.35 -4.69  -1.2753
S -1.37 -0.28 -2.74  -0.3160
C -2.63 -4.17 -2.84  0.5914
F -1.50 -5.03 -3.37  -0.3697
F -2.90 -4.74 -1.47  -0.3464
C -3.91 -4.46 -3.81  -0.9644
C -4.88 -3.20 -4.13  -0.4507
Si -6.21 -2.82 -2.76  -0.0560
C -6.14 -4.01 -1.24  -0.8157
C -7.99 -3.00 -3.57  -0.9699
C -6.02 -0.95 -2.33  0.6061
C -6.81 0.13 -3.34  -0.2779
C -6.65 1.77 -3.05  -0.3936
C -5.74 2.38 -1.81  -0.4291
C -4.98 1.32 -0.81  -0.1743
C -5.15 -0.30 -1.11  -0.2607
C 3.27 -1.68 -2.21  0.3658
C 3.39 -0.65 -3.48  -0.8557
O 4.38 -2.35 -1.85  -0.5710
H 3.63 -0.60 0.34  0.2872
H 2.33 0.60 1.01  0.0380
H 3.30 1.08 -0.58  0.2693
H 0.65 -0.50 -0.21  -0.3050
H 1.37 0.24 -1.78  0.1276
H 0.92 -1.94 -3.35  0.1903
H 1.42 -3.59 -2.61  0.2396
H -0.48 -3.93 -1.30  0.5235
H -0.68 -2.17 -0.65  0.1627
H -3.19 -1.97 -2.19  -0.3658
H -2.43 -2.71 -5.40  0.3673
H -1.24 -1.25 -4.95  0.4362
H -0.62 -3.03 -4.91  0.2957
H -1.75 0.10 -1.41  0.0926
H -4.58 -5.30 -3.28  0.3006
H -3.55 -4.94 -4.84  0.2906
H -5.53 -3.51 -5.09  0.3943
H -4.35 -2.20 -4.44  0.3212
H -7.03 -3.67 -0.52  0.3318
H -6.42 -5.09 -1.59  0.2914
H -5.17 -3.94 -0.59  0.1844
H -8.00 -2.45 -4.62  0.2590
H -8.83 -2.50 -2.93  0.2980
H -8.24 -4.14 -3.78  0.2645
H -7.46 -0.26 -4.23  0.1217
H -7.21 2.51 -3.76  0.2634
H -5.59 3.53 -1.62  0.2913
H -4.29 1.65 0.09  0.1905
H -4.57 -1.07 -0.40  0.2092
H 3.64 -1.23 -4.49  0.3159
H 2.38 -0.06 -3.69  0.2325
H 4.22 0.18 -3.33  0.2712
F -1.95 -0.22 0.90  -0.0599
C -2.34 -0.23 2.18  0.1830
C -2.35 0.96 2.90  -0.4203
C -2.76 0.95 4.23  -0.5013
C -3.13 -0.25 4.84  -0.4538
C -3.11 -1.44 4.11  -0.5342
C -2.71 -1.43 2.77  -0.2051
H -2.05 1.88 2.42  0.4863
H -2.78 1.88 4.80  0.3725
H -3.44 -0.26 5.88  0.3613
H -3.40 -2.38 4.59  0.3738
H -2.70 -2.34 2.19  0.4513
F 1.67 4.03 2.31  -0.3113
C 2.91 3.70 2.69  0.2765
C 3.16 2.44 3.23  -0.3877
C 4.45 2.10 3.62  -0.5640
C 5.49 3.03 3.48  -0.2834
C 5.23 4.30 2.95  -0.2141
C 3.93 4.63 2.55  -0.5467
H 2.34 1.74 3.33  0.5206
H 4.66 1.12 4.03  0.3646
H 6.49 2.77 3.79  0.4841
H 6.03 5.02 2.85  0.2714
H 3.72 5.61 2.13  0.4046
F 8.14 3.70 3.48  -0.2954
C 9.00 4.30 4.32  0.3958
C 9.09 5.69 4.33  -0.2951
C 9.98 6.31 5.21  -0.4749
C 10.78 5.54 6.05  -0.4644
C 10.69 4.15 6.03  -0.4224
C 9.79 3.52 5.16  -0.3077
H 8.47 6.27 3.66  0.3841
H 10.05 7.40 5.23  0.3519
H 11.48 6.03 6.73  0.3531
H 11.31 3.55 6.68  0.3517
H 9.70 2.44 5.14  0.4061


Across the entries above, strongest force on any atom takes the values 0.47 8.34 eV/Å, respectively.